Record 1
ORCA calculation (ωB97M-V with the def2-TZVPD basis set) on C4H30HgO12 as an isolated structure at a distorted geometry.

The geometry in XYZ format:
```
47
Properties=species:S:1:pos:R:3:mulliken_charge:R:1
Hg 1.525 1.428 2.867 1.453
C 0.028 0.141 -1.290 -0.635
C 0.163 0.365 0.180 0.411
O 1.486 0.632 0.657 -0.954
H 0.554 -0.792 -1.494 0.338
H 0.446 0.932 -1.914 0.274
H -1.021 0.162 -1.585 -0.297
H -0.281 -0.486 0.697 0.115
H -0.484 1.199 0.454 0.118
C -0.561 -2.435 3.652 -0.959
C -0.082 -1.266 4.503 -0.363
O 0.005 0.030 3.902 -0.788
H -0.248 -3.410 4.025 0.441
H -0.119 -2.369 2.658 0.133
H -1.643 -2.563 3.630 0.342
H 0.902 -1.639 4.788 0.318
H -0.789 -1.135 5.322 0.230
O -1.342 -3.313 -0.120 -0.621
H -1.479 -4.107 0.397 0.303
H -0.450 -3.039 0.094 0.285
O 1.526 3.974 -3.348 -0.637
H 1.822 3.598 -4.177 0.303
H 1.920 3.417 -2.677 0.377
O -3.626 1.155 -2.368 -0.624
H -4.288 0.901 -3.011 0.308
H -3.127 0.355 -2.207 0.319
O 3.574 -1.476 0.125 -0.671
H 2.734 -1.038 0.260 0.318
H 4.212 -0.763 0.077 0.287
O 2.668 2.136 -1.620 -0.632
H 2.313 1.603 -0.908 0.250
H 3.617 2.046 -1.537 0.253
O -2.606 -0.166 2.198 -0.619
H -2.591 0.749 1.919 0.264
H -1.934 -0.220 2.879 0.219
O -0.204 2.966 2.650 -0.598
H -0.511 3.384 1.845 0.317
H -0.928 3.072 3.266 0.308
O -0.095 -0.390 -4.851 -0.609
H 0.717 0.072 -4.643 0.306
H -0.750 0.302 -4.939 0.321
O -3.581 -1.540 0.238 -0.684
H -3.390 -1.055 1.041 0.437
H -2.752 -1.958 0.008 0.333
O 2.630 0.192 -4.171 -0.644
H 3.419 -0.346 -4.114 0.289
H 2.623 0.695 -3.357 0.365
```

Summary:
- highest occupied orbital energy (eV) = -9.63
- energy above the lowest of the compared OMol25 structures with the same formula, charge and spin (kJ/mol) = 46.79
- total energy (Eh) = -1226.5407



Record 2
ORCA calculation (ωB97M-V with the def2-TZVPD basis set) on a 10-piece molecular cluster, C4H30NO11 overall at a distorted geometry.

The geometry in XYZ format:
```
46
Properties=species:S:1:pos:R:3:mulliken_charge:R:1
C 0.084 -0.033 2.070 -0.287
O -0.564 0.413 3.256 -0.565
C -0.687 0.578 0.851 0.095
C -0.020 0.200 -0.491 0.562
C 1.082 1.199 -0.995 -1.368
O -1.065 0.304 -1.452 -0.135
N -0.695 2.032 1.122 0.105
H 1.087 0.413 2.117 -0.107
H 0.011 -1.122 1.998 0.635
H -0.768 -0.322 3.844 0.361
H -1.694 0.174 0.804 -0.159
H 0.308 -0.867 -0.409 -0.265
H 1.898 1.410 -0.334 0.245
H 0.700 2.163 -1.310 0.409
H 1.634 0.742 -1.820 0.427
H -0.706 -0.048 -2.289 0.316
H -0.811 2.670 0.221 0.361
H 0.285 2.311 1.370 0.350
H -1.411 2.259 1.805 0.370
H -4.299 1.067 1.498 0.297
H -3.208 0.259 2.109 0.324
O -3.616 0.436 1.258 -0.618
H -0.398 -2.110 -3.596 0.271
H 0.605 -1.110 -3.975 0.255
O -0.019 -1.273 -3.253 -0.552
H -1.113 -4.259 -1.644 0.278
H -2.060 -3.203 -2.087 0.384
O -1.177 -3.616 -2.351 -0.641
H -2.310 3.608 -1.276 0.281
H -1.870 2.051 -1.419 0.192
O -1.734 2.901 -0.977 -0.613
H 4.047 -1.434 0.072 0.303
H 2.656 -1.944 0.644 0.314
O 3.543 -1.622 0.865 -0.679
H 1.059 -2.252 -1.697 0.287
H 2.019 -3.375 -1.536 0.327
O 2.018 -2.379 -1.653 -0.588
H 2.321 2.519 2.380 0.267
H 2.627 3.305 1.084 0.282
O 1.903 2.888 1.575 -0.653
H 3.519 0.109 3.258 0.311
H 3.094 -0.445 1.974 0.320
O 2.948 0.355 2.518 -0.601
H -2.693 -0.952 -1.364 0.258
H -3.725 -2.100 -1.288 0.273
O -2.804 -1.899 -1.477 -0.628
```

Summary:
- highest occupied orbital energy (eV) = -13.26
- energy above the lowest of the compared OMol25 structures with the same formula, charge and spin (kJ/mol) = 118.51
- total energy (Eh) = -1052.5736
- total charge = +1



Record 3
ORCA calculation (ωB97M-V with the def2-TZVPD basis set) on a 14-piece molecular cluster, C4H31ClN2O14P overall at a distorted geometry.

The geometry in XYZ format:
```
53
Properties=species:S:1:pos:R:3:mulliken_charge:R:1
O -0.695 1.091 -0.876 -0.422
P -0.468 0.067 -2.158 0.483
Cl 0.684 1.159 -3.490 -0.220
C 0.699 -1.324 -1.659 -0.024
C 2.015 -1.085 -1.156 -0.062
C 2.736 -2.286 -0.875 -0.230
N 2.355 -3.527 -1.011 -0.658
N 1.131 -3.706 -1.461 0.362
C 0.363 -2.677 -1.778 -0.151
H -0.991 0.604 -0.086 0.315
H 2.401 -0.081 -1.004 0.328
H 3.752 -2.159 -0.483 0.381
H 0.786 -4.659 -1.568 0.307
H -0.642 -2.911 -2.165 0.530
O 0.647 -0.096 2.014 -0.599
H 1.563 0.024 2.303 0.319
H 0.723 -0.636 1.223 0.274
O -0.838 4.230 -1.655 -0.587
H -1.477 4.376 -2.366 0.248
H -0.903 3.286 -1.470 0.295
O 3.639 0.591 0.923 -0.575
H 3.778 1.098 0.113 0.345
H 4.375 -0.033 0.940 0.289
O 1.417 4.009 0.695 -0.620
H 0.784 4.166 -0.016 0.365
H 1.335 3.068 0.882 0.281
O -2.710 -1.827 -3.088 -0.572
H -3.168 -2.416 -3.700 0.282
H -3.412 -1.488 -2.520 0.307
O 2.282 -6.323 0.895 -0.638
H 2.913 -5.951 1.524 0.336
H 2.280 -5.695 0.167 0.300
O 2.755 0.815 4.285 -0.660
H 1.820 1.043 4.201 0.319
H 3.183 1.307 3.573 0.321
O -2.556 5.665 -3.976 -0.617
H -3.476 5.965 -4.034 0.345
H -2.106 6.149 -4.675 0.301
O 0.954 -6.304 3.798 -0.620
H 0.340 -7.032 3.627 0.346
H 1.281 -6.059 2.928 0.306
O -5.389 6.296 -4.229 -0.676
H -5.722 5.435 -3.951 0.325
H -6.074 6.914 -3.955 0.322
O -1.627 -7.460 3.226 -0.634
H -2.045 -8.094 2.634 0.317
H -2.347 -7.145 3.783 0.306
O -3.837 4.585 -0.580 -0.634
H -2.977 4.540 -0.146 0.333
H -3.649 5.019 -1.419 0.309
O 1.242 3.379 5.640 -0.649
H 2.123 3.007 5.762 0.331
H 0.752 3.083 6.414 0.322
```

Summary:
- highest occupied orbital energy (eV) = -12.60
- total energy (Eh) = -2135.1460
- total charge = +1